{"formula": "C2H9N5", "method": "wB97M-V/def2-TZVPD", "species": ["C", "C", "H", "H", "H", "H", "H", "H", "H", "H", "H", "N", "N", "N", "N", "N"], "positions_angstrom": [[0.520, -2.335, 0.402], [0.111, 0.026, 0.326], [0.498, -3.109, 1.122], [1.384, -2.043, -0.325], [-0.442, -2.184, -0.491], [-0.562, -1.180, 1.674], [0.232, 1.253, 2.066], [-1.900, 1.645, 0.100], [-0.410, 2.937, -0.207], [-0.362, 1.211, -2.657], [1.196, 0.661, -2.083], [0.386, -1.088, 1.185], [0.045, 1.218, 0.930], [-0.908, 2.184, 0.658], [0.003, -0.241, -1.017], [0.208, 1.044, -1.683]], "orbital_gap_ev": 9.38, "homo_energy_ev": -8.518, "e_lumo_ev": 0.86, "largest_force_ev_per_a": 6.12, "e_above_lowest_kcal_mol": 153.9}